1.
Molecular formula: C25H58F5NO8PS
Method: DFT, ωB97M-V/def2-TZVPD

The geometry in ORCA input format:
```
! wB97M-V def2-TZVPD RIJCOSX def2/J DEFGRID3
* xyz -1 1
C 8.699 -2.755 5.002
C 7.295 -2.137 5.127
P 6.029 -3.304 5.854
O 6.494 -4.503 4.436
C 6.646 -5.726 4.775
N 6.792 -6.842 5.062
S 4.500 -2.295 4.352
O 4.406 -0.849 4.525
O 4.590 -2.792 2.985
C 2.757 -2.903 4.804
F 2.727 -4.245 4.658
F 1.934 -2.371 3.873
C 2.201 -2.541 6.221
F 2.032 -3.637 6.965
F 1.022 -1.930 6.133
F 3.018 -1.739 6.892
H 9.098 -2.633 3.989
H 8.705 -3.822 5.245
H 9.404 -2.260 5.684
H 7.302 -1.289 5.823
H 6.965 -1.743 4.161
H 4.984 -4.235 6.113
H 5.558 -2.400 6.858
H 6.952 -3.940 6.744
C 0.734 -3.887 1.353
C 0.032 -3.698 0.022
O -1.229 -4.344 -0.085
C -2.200 -3.944 0.865
C -2.546 -2.466 0.813
H 0.884 -4.947 1.565
H 1.708 -3.399 1.337
H 0.170 -3.454 2.179
H 0.635 -4.132 -0.777
H -0.069 -2.629 -0.204
H -1.889 -4.222 1.878
H -3.084 -4.539 0.628
H -1.685 -1.841 1.056
H -3.336 -2.238 1.530
H -2.894 -2.189 -0.185
C -2.858 2.139 -1.828
C -2.122 3.104 -0.915
O -2.143 2.732 0.451
C -1.564 1.477 0.772
C -0.095 1.348 0.410
H -3.899 2.038 -1.519
H -2.836 2.504 -2.856
H -2.406 1.146 -1.825
H -2.601 4.084 -0.950
H -1.091 3.241 -1.262
H -2.140 0.663 0.316
H -1.686 1.384 1.851
H 0.072 1.420 -0.666
H 0.283 0.380 0.741
H 0.490 2.129 0.898
C -8.443 1.244 0.191
C -7.801 0.659 1.439
O -6.470 0.220 1.257
C -5.538 1.211 0.853
C -5.390 2.370 1.822
H -8.418 0.521 -0.626
H -9.484 1.499 0.397
H -7.940 2.152 -0.142
H -8.345 -0.234 1.748
H -7.866 1.375 2.267
H -5.786 1.580 -0.149
H -4.587 0.683 0.769
H -6.317 2.936 1.929
H -4.615 3.048 1.465
H -5.101 2.005 2.809
C -2.487 5.592 -4.872
C -1.003 5.579 -4.541
O -0.331 4.403 -4.949
C -0.344 4.123 -6.337
C 0.297 5.199 -7.196
H -2.985 4.729 -4.427
H -2.945 6.499 -4.477
H -2.670 5.571 -5.948
H -0.873 5.617 -3.460
H -0.514 6.469 -4.953
H -1.364 3.916 -6.682
H 0.219 3.193 -6.434
H -0.245 6.144 -7.146
H 0.306 4.879 -8.239
H 1.326 5.378 -6.880
C 0.899 1.445 -4.039
C 1.490 0.533 -5.100
O 2.729 -0.053 -4.742
C 2.704 -0.866 -3.579
C 1.771 -2.059 -3.674
H 1.597 2.244 -3.785
H -0.022 1.901 -4.400
H 0.662 0.901 -3.123
H 1.707 1.107 -6.003
H 0.764 -0.239 -5.381
H 2.463 -0.264 -2.696
H 3.732 -1.208 -3.455
H 0.728 -1.761 -3.788
H 1.844 -2.656 -2.765
H 2.039 -2.688 -4.525
*
```

The HOMO energy is -5.6 eV. The LUMO energy is 0.069 Eh. The max |F| is 1.392 eV/A.

Results of the Mulliken charge analysis, in e, for atoms 1 through 6:
1 C -0.98
2 C -0.69
3 P -0.33
4 O -0.48
5 C 0.66
6 N -0.64

---

2.
Molecular formula: C19H46F2N8NiO18S2
Method: DFT, ωB97M-V/def2-TZVPD

The geometry in ORCA input format:
```
! wB97M-V def2-TZVPD RIJCOSX def2/J DEFGRID3
* xyz 2 3
C 10.184 -4.433 1.233
C 11.171 -4.669 2.426
C 11.617 -3.218 2.929
C 12.380 -3.249 4.248
C 11.496 -3.964 5.300
C 11.040 -5.440 4.984
N 10.442 -5.348 3.540
O 9.581 -6.364 3.208
C 9.957 -5.692 6.109
C 12.232 -6.377 5.140
C 12.433 -5.373 1.835
H 10.785 -3.922 0.481
H 9.334 -3.852 1.593
H 9.872 -5.416 0.879
H 10.704 -2.629 3.015
H 12.136 -2.631 2.171
H 12.779 -2.339 4.696
H 13.214 -3.944 4.157
H 10.628 -3.333 5.493
H 12.043 -3.910 6.241
H 10.357 -5.431 7.089
H 9.456 -6.657 6.176
H 9.165 -4.947 6.024
H 13.212 -6.003 4.844
H 12.190 -7.332 4.617
H 12.324 -6.744 6.162
H 12.146 -6.363 1.480
H 13.213 -5.563 2.573
H 12.819 -4.877 0.945
Ni 7.474 -1.419 4.087
N 8.323 0.185 4.584
S 8.340 1.696 4.301
O 9.510 2.431 3.721
O 7.292 2.440 4.977
F 7.571 1.484 2.856
S 9.418 0.461 5.858
O 8.764 0.960 7.064
O 10.792 0.741 5.525
F 9.554 -1.127 6.245
C 10.241 4.087 0.909
N 10.649 5.261 1.733
O 10.305 5.166 2.907
O 11.263 6.190 1.199
H 9.961 3.230 1.522
H 11.189 3.791 0.460
H 9.436 4.334 0.216
C 10.310 -2.887 8.908
N 11.081 -4.031 9.420
O 10.772 -4.549 10.493
O 11.982 -4.420 8.756
H 9.861 -3.231 7.977
H 11.102 -2.156 8.742
H 9.616 -2.639 9.711
C 6.982 5.576 3.746
N 6.975 5.815 5.220
O 8.014 6.256 5.777
O 5.933 5.723 5.780
H 7.580 6.381 3.321
H 5.934 5.631 3.450
H 7.405 4.580 3.618
C 7.827 3.858 8.114
N 9.231 4.189 7.767
O 9.699 3.594 6.794
O 9.766 5.049 8.432
H 7.345 4.749 8.516
H 7.858 3.015 8.803
H 7.356 3.575 7.172
C 12.596 3.398 5.157
N 13.426 3.474 6.346
O 13.508 2.536 7.048
O 14.126 4.412 6.650
H 12.772 4.253 4.504
H 11.580 3.223 5.510
H 13.098 2.589 4.627
C 5.794 1.499 -0.519
N 7.008 2.304 -0.751
O 7.221 3.171 0.074
O 7.744 2.082 -1.704
H 5.096 2.335 -0.552
H 5.905 1.007 0.447
H 5.760 0.788 -1.345
C 3.908 -0.993 6.065
C 5.325 -0.463 6.096
O 6.311 -1.498 5.856
C 6.203 -2.597 6.832
C 6.728 -2.330 8.233
H 3.175 -0.193 6.169
H 3.838 -1.475 5.090
H 3.674 -1.852 6.694
H 5.303 0.330 5.348
H 5.648 0.025 7.015
H 5.244 -3.115 6.837
H 6.750 -3.450 6.433
H 6.137 -2.721 9.061
H 6.797 -1.243 8.278
H 7.744 -2.689 8.398
*
```

The HOMO energy (alpha / beta) is -14.0 / -14.0 eV. The expectation value of S² is 2.01. The LUMO energy (alpha / beta) is -0.346 / -0.413 Eh. The max |F| is 12.101 eV/A.

Results of the Mulliken charge analysis, in e, for atoms 1 through 6:
1 C -1.49
2 C 0.92
3 C -1.11
4 C -1.04
5 C -0.40
6 C 1.54

---

3.
Molecular formula: CH5N3O3
Method: DFT, ωB97M-V/def2-TZVPD

The geometry in ORCA input format:
```
! wB97M-V def2-TZVPD RIJCOSX def2/J DEFGRID3
* xyz 0 1
O -0.582 1.474 -1.432
N -0.842 -0.073 -1.294
C -0.216 -0.234 -0.182
N 0.510 0.770 0.567
O 1.355 1.352 -0.295
N -0.303 -1.506 0.554
O -0.368 -1.681 1.902
H -1.130 1.715 -2.301
H 1.098 0.227 1.196
H 0.863 2.064 -0.829
H -0.978 -2.073 0.117
H 0.593 -2.033 1.998
*
```

The HOMO energy is -9.1 eV. The LUMO energy is 0.019 Eh. The max |F| is 5.987 eV/A. The energy relative to the best compared isomer or geometry (same formula, charge and spin) is 107.3 kcal/mol.

Results of the Mulliken charge analysis, in e, for atoms 1 through 6:
1 O -0.51
2 N -0.45
3 C 0.52
4 N -0.16
5 O -0.46
6 N -0.23

---

4.
Molecular formula: C30H23Cl2FNO3Re
Method: DFT, ωB97M-V/def2-TZVPD

The geometry in ORCA input format:
```
! wB97M-V def2-TZVPD RIJCOSX def2/J DEFGRID3
* xyz 1 4
Re 15.591 12.599 10.595
Cl 17.862 13.078 11.365
C 17.647 13.800 13.020
Cl 16.556 12.860 14.025
H 17.270 14.797 12.850
H 18.662 13.796 13.436
C 10.215 17.814 11.541
C 9.724 16.614 10.748
C 8.453 15.998 11.309
C 7.926 14.865 10.445
C 9.036 13.874 10.207
C 8.726 12.584 9.846
C 9.711 11.639 9.685
F 9.362 10.398 9.412
C 11.026 11.925 9.824
C 11.372 13.240 10.156
C 12.759 13.535 10.377
O 13.648 12.604 10.108
C 13.059 14.843 10.825
C 12.032 15.776 10.967
N 10.754 15.522 10.713
C 10.382 14.226 10.370
C 14.436 15.406 11.040
O 14.559 16.603 11.193
O 15.419 14.565 11.034
H 9.390 18.530 11.562
H 11.090 18.304 11.060
H 10.506 17.584 12.576
H 9.629 16.931 9.697
H 7.692 16.737 11.428
H 8.724 15.560 12.301
H 7.565 15.219 9.473
H 7.046 14.430 10.951
H 7.683 12.269 9.761
H 11.778 11.144 9.782
H 12.337 16.783 11.208
C 16.202 10.843 10.155
C 16.984 9.848 9.931
C 18.009 9.037 9.697
C 18.838 8.523 10.814
C 19.140 9.342 11.914
C 19.838 8.871 12.988
C 20.292 7.549 12.997
C 20.055 6.764 11.898
C 19.314 7.225 10.821
C 18.296 8.611 8.311
C 19.624 8.514 7.864
C 19.862 8.291 6.520
C 18.807 8.134 5.598
C 17.509 8.266 6.079
C 17.257 8.515 7.396
H 18.823 10.378 11.917
H 20.069 9.519 13.815
H 20.825 7.166 13.862
H 20.361 5.718 11.914
H 19.107 6.562 9.995
H 20.481 8.591 8.513
H 20.888 8.225 6.194
H 19.003 7.839 4.581
H 16.723 8.100 5.356
H 16.239 8.666 7.747
*
```

The HOMO energy (alpha / beta) is -10.9 / -9.9 eV. The expectation value of S² is 4.07. The LUMO energy (alpha / beta) is -0.122 / -0.147 Eh. The max |F| is 1.689 eV/A. The energy relative to the best compared isomer or geometry (same formula, charge and spin) is 14.5 kcal/mol.

Results of the Mulliken charge analysis, in e, for atoms 1 through 6:
1 Re 0.75
2 Cl -0.13
3 C -0.33
4 Cl -0.09
5 H 0.36
6 H 0.36